No. 1
Below is 15 unconnected molecules or ions with the total composition C4H39NO14 at a distorted geometry, with properties calculated with the ωB97M-V functional and the def2-TZVPD basis.

Last column: Löwdin charge in e.
Element x y z (Å)
C 1.9436 2.8988 2.3056  -0.133
C 1.3526 3.5804 1.0649  -0.264
C -0.1776 3.7035 1.0839  -0.208
C -0.9852 2.4157 1.1195  -0.298
N -0.8823 1.5153 0.0028  0.035
H 1.6973 3.1232 3.3375  0.078
H 3.0126 2.6888 2.1850  0.066
H 1.4181 1.9270 2.4152  0.060
H 1.9093 4.5456 1.0052  0.109
H 1.9080 3.0837 0.2262  0.092
H -0.4285 4.3164 1.9848  0.124
H -0.2554 4.3858 0.2393  0.100
H -2.0049 2.7072 1.4094  0.112
H -0.6251 1.8584 2.0253  0.109
H -0.0193 1.0070 -0.1026  0.044
H -1.0777 2.0435 -0.8544  0.058
H -2.7874 -4.4559 -0.1019  0.065
H -2.4847 -2.9328 0.1960  0.007
O -2.2374 -3.8593 0.4043  -0.054
H 3.3698 -1.3393 2.7735  0.010
H 3.6008 -0.5107 4.1163  0.052
O 3.1360 -1.2417 3.7047  -0.056
H -4.0066 -1.2437 -1.0443  0.067
H -2.4889 -1.0394 -1.0879  0.047
O -3.1816 -1.5019 -0.6035  -0.079
H -0.8477 -4.0145 3.0312  0.076
H -0.9425 -3.7556 1.4993  0.014
O -0.3202 -3.7278 2.2696  -0.061
H 1.8779 0.0269 -0.5283  0.019
H 2.2383 1.3776 -1.2675  0.033
O 2.1491 0.4232 -1.3738  -0.053
H -2.0165 -1.6922 1.2521  -0.027
H -1.5235 -0.6762 2.3219  0.033
O -2.0449 -0.7881 1.5171  -0.052
H -1.6696 -2.3086 -2.8850  0.023
H -0.2836 -1.7123 -3.0822  -0.007
O -1.2132 -1.5963 -3.3484  -0.070
H -3.6529 0.6632 -0.3416  0.035
H -3.7169 1.5453 -1.5975  0.009
O -4.0921 0.7602 -1.1961  -0.058
H -1.8896 3.2985 -3.4182  0.042
H -2.4478 1.8602 -3.4206  0.049
O -2.2804 2.6234 -2.8566  -0.055
H 3.6869 -0.0929 0.5161  0.023
H 3.1796 1.1233 1.2600  -0.002
O 3.6855 0.3073 1.3936  -0.055
H 0.2790 1.1371 -4.5400  0.028
H 1.0558 2.4330 -4.2106  0.037
O 0.3157 2.0782 -4.7185  -0.049
H 1.3601 -1.1120 3.0338  0.022
H 0.1203 -2.1293 2.4827  0.012
O 0.6633 -1.3047 2.3865  -0.098
H 2.2655 -1.1269 -3.2663  0.035
H 2.0161 -2.2476 -2.2957  0.045
O 1.6404 -1.8297 -3.0828  -0.050
H 2.3658 -3.0484 0.5841  0.051
H 1.8373 -1.7809 1.2860  -0.014
O 2.4970 -2.0925 0.6176  -0.082

Cartesian forces, eV/Å:
-0.7795 -2.3685 0.0093
2.3352 0.2824 1.3152
1.6059 1.2578 0.0257
0.9236 -0.3268 1.6406
-1.0639 0.9276 -1.1646
0.2347 1.7333 0.0588
-0.1727 0.3127 0.3815
0.6224 -0.3403 -0.7548
-1.1063 0.0254 0.0368
-1.3487 -0.1455 0.0825
0.1323 -0.4343 -0.5473
-1.3966 -0.1976 -0.4044
-0.0821 -0.3971 -0.6549
-0.3312 0.3440 -0.6304
0.0693 0.1469 0.2841
0.2111 -0.5200 0.1147
-0.1597 0.1214 -0.1490
-0.6977 -0.7030 -0.7637
0.4791 0.4200 0.4053
0.5028 0.5854 0.0572
0.2232 0.0775 -0.5525
-0.6995 -0.6658 0.5487
0.3973 -0.0069 0.0995
-0.0309 0.2917 -0.0447
-0.1738 -1.0178 -0.4645
0.1629 -0.0035 -0.3483
0.2445 -0.4447 0.5074
-0.5518 -0.0353 -0.0096
0.0813 0.1861 -0.3134
-0.1550 -0.1889 0.3123
0.1241 -0.0254 0.0046
0.1562 -0.5965 0.2866
0.1951 -0.2919 -0.3050
-0.2659 1.3236 0.7995
-0.0821 0.0690 -0.1586
0.0323 0.1462 -0.2566
0.0413 -0.1186 0.4259
0.1838 0.1279 -0.0131
0.1264 0.3522 -0.0290
-0.4134 0.2336 0.0029
0.0502 -0.1565 -0.1542
0.2480 0.0716 -0.1329
-0.2574 -0.0635 0.3399
0.1670 -0.3023 0.0380
0.1763 -0.2721 0.2968
-0.1305 0.5294 -0.4121
0.0631 -0.2088 0.1808
-0.1607 -0.2668 -0.0709
0.0331 0.4562 -0.0878
-0.2980 -0.6859 0.5593
1.1039 0.1575 0.4972
-0.4046 0.8803 -0.6305
-0.0131 0.3382 0.0278
-0.1600 0.0908 -0.0235
0.0927 -0.5570 0.1235
0.0319 0.1563 0.0225
-0.1789 -0.1026 -0.2662
0.0630 -0.2013 -0.1423

Lowest unoccupied orbital energy   0.0040 Ha
ΔE to the lowest compared entry with this formula, charge and spin   0.00 kJ/mol
Energy   -1283.87600 a.u.
Total charge   0
Highest occupied orbital energy   -8.922 eV
Gap between HOMO and LUMO   9.0 eV


No. 2
Below is a molecular structure, C4H3AgFO5 at a distorted geometry, with properties calculated with the ωB97M-V functional and the def2-TZVPD basis.

Last column: Löwdin charge in e.
Element x y z (Å)
C -0.2263 1.3164 0.5728  -0.314
C -0.9179 -0.0037 0.9333  -0.118
F 0.3833 1.8067 1.7027  0.057
H -0.9392 2.0726 0.2223  0.172
H -0.2048 -0.6787 1.4202  0.130
H -1.6872 0.2447 1.6755  0.145
O -1.5715 -0.5993 -0.1643  -0.021
C -0.9399 -1.5287 -0.9933  -0.268
O -1.6875 -2.0249 -1.8146  0.119
O 2.0100 -0.4567 0.3036  -0.110
Ag 1.2394 -1.8746 -0.9787  0.938
O 2.1044 0.1865 -1.7929  -0.019
O 0.6719 1.1630 -0.4744  0.065
C 1.7651 0.3766 -0.6122  -0.777

Cartesian forces, eV/Å:
0.4354 -0.5893 -0.0608
0.5778 0.3870 1.2276
-0.1385 -0.1996 -0.0677
0.1538 -0.2087 0.0334
-0.0324 0.1395 -0.2603
0.0004 -0.2127 -0.2984
1.0870 -0.9999 -0.8828
-4.0431 0.5823 -0.6363
2.7569 0.3821 1.3166
1.1014 1.0496 2.7294
-0.8981 -2.0097 -0.9923
0.7979 1.4654 -0.0221
-0.1944 2.3601 -0.5095
-1.6039 -2.1461 -1.5766

2S+1   2
Lowest unoccupied orbital energy (spin up / spin down)   -0.0303 / -0.1230 Ha
ΔE to the lowest compared entry with this formula, charge and spin   0.00 kJ/mol
Energy   -777.14928 a.u.
Total charge   0
Highest occupied orbital energy (spin up / spin down)   -9.920 / -9.857 eV
Gap between HOMO and LUMO (spin up / spin down)   9.1 / 6.5 eV


No. 3
Below is a molecular structure, C4H3BeO4 at a distorted geometry, with properties calculated with the ωB97M-V functional and the def2-TZVPD basis.

Last column: Löwdin charge in e.
Element x y z (Å)
O 2.7082 0.0146 -0.1639  0.148
C 2.5074 -1.0021 -0.6304  0.419
Be 2.9314 1.3468 0.5698  0.779
C 1.2131 0.7055 3.6147  0.112
C 1.3469 1.1473 2.2030  0.153
O 2.4348 1.0937 1.6526  0.078
C 2.6714 -1.2496 3.5601  -0.084
O 1.6124 -0.7032 3.7515  0.270
O 3.5583 -1.8731 3.2402  0.485
H 0.1745 0.7623 3.9671  0.202
H 1.8789 1.2831 4.2721  0.212
H 0.4406 1.5402 1.7152  0.225

Cartesian forces, eV/Å:
0.9284 0.9348 -1.5003
-0.3499 -2.4140 -1.4092
6.5494 2.5335 -12.6833
-0.3496 0.0475 1.0885
-2.2182 0.3327 1.9489
-4.9101 -0.9509 12.4041
1.5705 -1.6115 -0.8043
-0.9374 0.0798 0.3944
-0.5801 0.6895 0.7400
0.2344 -0.2552 0.0488
-0.1408 0.3609 0.0048
0.2034 0.2528 -0.2326

Lowest unoccupied orbital energy   -0.6306 Ha
Energy   -468.44293 a.u.
Total charge   +3
Highest occupied orbital energy   -27.220 eV
Gap between HOMO and LUMO   10.1 eV


No. 4
Below is a single C4H3Br molecule at a distorted geometry, with properties calculated with the ωB97M-V functional and the def2-TZVPD basis.

Last column: Löwdin charge in e.
Element x y z (Å)
C -1.5162 0.4272 -0.2370  0.016
C -0.6151 -0.4738 0.0435  -0.216
C 0.7378 -0.0779 0.1348  -0.133
C 2.0116 -0.0282 0.0306  -0.608
Br 3.8420 -0.0007 0.0328  0.714
H -2.6268 0.2275 -0.1066  0.092
H -1.2282 1.4151 -0.2026  0.040
H -0.6051 -1.4893 0.3046  0.094

Cartesian forces, eV/Å:
-3.8602 -1.5112 1.2251
1.7404 0.5687 0.2751
7.8761 0.3510 -0.9623
-5.4290 -0.2282 0.7030
-1.0064 0.1056 0.0059
1.5234 0.1040 -0.6763
0.5277 2.0888 -0.5516
-1.3721 -1.4787 -0.0189

Lowest unoccupied orbital energy   0.0233 Ha
ΔE to the lowest compared entry with this formula, charge and spin   55.35 kJ/mol
Energy   -2728.10129 a.u.
SMILES string   C=CC#CBr
Total charge   0
Highest occupied orbital energy   -8.941 eV
Gap between HOMO and LUMO   9.6 eV


No. 5
Below is 2 unconnected molecules or ions with the total composition C4H3Br2NO at a distorted geometry, with properties calculated with the ωB97M-V functional and the def2-TZVPD basis.

Last column: Löwdin charge in e.
Element x y z (Å)
O -2.3503 -1.5195 0.7835  0.199
C -1.9365 -1.2132 -0.2377  -0.331
C -1.3133 -0.7385 -1.2949  -0.522
Br 0.2738 -1.7709 -1.8696  0.615
H -1.6637 -0.2768 -2.2213  0.055
N 0.1226 1.7835 -0.8227  0.176
C 0.6439 1.1495 -0.0116  -0.412
C 1.4303 0.5905 1.0440  -0.455
Br 1.4494 1.9646 2.6621  0.516
H 2.5006 0.3325 0.7404  0.106
H 0.8432 -0.3018 1.2278  0.053

Cartesian forces, eV/Å:
-0.6652 -0.5067 1.1918
0.7831 0.8321 -1.3837
0.7722 -1.2774 -1.6831
-0.6617 0.4030 0.7212
-0.4360 0.1988 1.1278
0.0981 -0.5914 0.4146
0.4788 2.4002 -1.0957
0.7748 0.1068 0.5882
-0.0059 -1.7768 -1.7725
-1.5980 0.6139 0.5813
0.4597 -0.4025 1.3101

Lowest unoccupied orbital energy   -0.0230 Ha
ΔE to the lowest compared entry with this formula, charge and spin   104.14 kJ/mol
Energy   -5432.15002 a.u.
SMILES string   O=C=CBr.N#CCBr
Total charge   0
Highest occupied orbital energy   -9.312 eV
Gap between HOMO and LUMO   8.7 eV


No. 6
Below is a gas-phase ion, C4H3Br2O5S (charge -1) at a distorted geometry, with properties calculated with the ωB97M-V functional and the def2-TZVPD basis.

Last column: Löwdin charge in e.
Element x y z (Å)
O -0.1653 -2.0487 -0.8196  0.029
C 0.9760 -1.9787 -0.3886  -0.704
O 1.8017 -2.6619 0.1387  0.084
O 1.4346 -0.4949 -0.6865  -0.215
S 1.4387 0.5502 0.4206  0.480
O 1.6255 1.8656 -0.1306  -0.286
O 2.2321 0.2428 1.5816  -0.366
C -0.1858 0.3176 1.0447  -0.718
Br -0.1933 -0.3484 2.8380  0.762
C -1.3088 0.1903 0.3681  -0.263
C -1.3224 0.7976 -0.9992  -0.675
Br -1.8988 2.5913 -1.1367  0.659
H -2.2770 -0.0103 0.8158  0.109
H -1.8878 0.2086 -1.6864  0.053
H -0.2692 0.7788 -1.3599  0.049

Cartesian forces, eV/Å:
0.4253 -0.3571 0.0242
-1.8473 -1.3413 -0.3344
0.5363 0.2084 0.0833
1.3715 1.3905 -0.0254
1.0074 0.4010 1.2519
-0.4066 -0.3686 -0.4364
0.4803 -0.1587 -1.0353
-0.9567 -1.1325 1.5617
-0.3370 0.1551 0.1069
-0.5132 2.3313 -0.6041
2.0698 -1.5740 -0.5278
-0.5562 0.9659 0.1914
0.3181 -0.4165 0.1607
-0.5300 -0.2941 -0.3896
-1.0617 0.1907 -0.0271

Lowest unoccupied orbital energy   0.1037 Ha
ΔE to the lowest compared entry with this formula, charge and spin   0.00 kJ/mol
Energy   -6076.70239 a.u.
SMILES string   O=C([O-])OS(=O)(=O)/C(Br)=C\CBr
Total charge   -1
Highest occupied orbital energy   -6.191 eV
Gap between HOMO and LUMO   9.0 eV